No. 1
C3H11N2O | ωB97M-V with the def2-TZVPD basis set

Each line ends with the natural charge from an NBO analysis.
Element x y z (Å)
C1 -2.3369 -0.6372 -0.1433  -0.871
C2 1.5486 0.5838 -0.7576  -0.327
C3 1.3273 -0.6707 0.0403  0.727
N1 0.9972 -0.4492 1.2932  -0.725
N2 1.2592 1.7093 0.0733  -0.846
O1 1.5219 -1.8178 -0.5058  -0.588
H1 -2.6035 -1.3103 0.6816  0.221
H2 -1.7146 0.1604 0.3478  0.199
H3 -1.8512 -1.3123 -0.9935  0.210
H4 0.8732 0.6700 -1.7524  0.282
H5 2.4909 0.3964 -1.2393  0.246
H6 0.8090 0.5459 1.4699  0.449
H7 0.5834 -0.9908 2.0261  0.444
H8 0.9343 2.4674 -0.4862  0.411
H9 -3.2073 -0.2491 -0.6347  0.242
H10 2.0025 1.9805 0.7000  0.390
H11 1.3182 -2.6431 -0.0882  0.538

Force components x, y, z for each atom (eV/Å):
1.53 -1.50 -0.63
-1.79 -0.58 -2.41
-1.23 -0.10 1.69
-0.30 0.69 -0.45
0.39 -0.01 -0.08
0.46 1.13 -1.54
-0.27 0.06 -0.37
-0.36 -0.63 -1.12
-0.37 1.63 1.94
1.02 -0.76 2.50
1.17 0.62 0.07
0.08 -0.07 -0.44
0.27 -1.32 -0.14
-0.09 0.70 0.01
-0.49 0.45 0.18
0.31 0.34 -0.29
-0.33 -0.66 1.08

Values from the calculation:
Charge: +1
Energy above the lowest of the compared OMol25 structures with the same formula, charge and spin, kcal/mol: 45.4
E_HOMO, eV: -14.94


No. 2
C4H23N3O5 | ωB97M-V with the def2-TZVPD basis set

Each line ends with the Löwdin spin population.
Element x y z (Å)
C1 0.0165 2.4653 1.6413  0.045
C2 -0.5439 1.3655 2.5847  0.028
C3 -0.7098 -0.0389 1.9522  0.004
N1 -0.0279 -1.0995 2.6677  0.027
N2 -0.3263 2.1701 0.2221  0.600
C4 0.7697 1.8118 -0.6019  0.104
N3 0.4806 0.9724 -1.7277  0.042
H1 1.0930 2.6195 1.6957  0.002
H2 -0.4406 3.4405 1.8265  0.021
H3 -1.5718 1.6457 2.6313  0.001
H4 -0.0012 1.4271 3.5100  0.003
H5 -0.1135 -0.0831 1.0304  0.003
H6 -1.7373 -0.2736 1.7015  0.000
H7 -0.5457 -1.7612 3.2201  0.001
H8 0.8512 -0.8506 3.0848  0.000
H9 -1.1706 1.5644 0.1153  0.016
H10 1.2428 2.7547 -0.9374  0.051
H11 1.6042 1.3979 -0.0116  0.045
H12 0.8995 1.2787 -2.5969  0.000
H13 -0.4937 0.8254 -1.9636  0.002
H14 -0.1778 -2.0724 -2.7548  0.000
H15 -0.5089 -1.3158 -3.9264  0.000
O1 -0.1598 -2.1969 -3.7238  0.000
H16 1.3153 -3.3856 0.5086  0.000
H17 2.1447 -2.5006 -0.4693  0.000
O2 2.1868 -3.0111 0.3499  0.000
H18 0.0758 -1.8145 -0.5048  0.000
H19 -1.3595 -2.2775 -0.8880  0.000
O3 -0.7059 -1.5812 -1.0173  0.001
H20 1.3555 -0.5547 -1.5222  0.001
H21 1.9858 -1.5795 -2.4527  0.000
O4 2.1864 -1.0735 -1.6581  0.003
H22 -3.0339 1.0929 -0.2607  0.000
H23 -2.1935 -0.1524 -0.8209  0.000
O5 -2.3862 0.7907 -0.9040  0.000

Force components x, y, z for each atom (eV/Å):
0.05 0.24 -1.11
-0.98 0.42 -1.86
2.95 -0.54 0.06
-0.69 -0.59 0.17
1.20 -1.53 1.95
0.21 0.74 -1.30
-0.62 0.23 -0.50
0.01 -0.14 0.03
-0.11 -0.07 0.40
-0.77 0.64 1.34
-0.12 -0.23 0.49
-0.63 0.60 -0.51
-0.10 -0.17 0.29
-0.17 0.27 0.16
0.06 0.02 0.03
0.05 0.74 -0.81
-0.10 0.17 -0.01
-0.31 -0.22 0.34
0.44 0.19 0.21
-0.15 0.17 0.57
0.06 -0.72 -0.29
0.01 -0.29 -0.83
-0.07 1.01 0.88
0.12 -0.18 0.01
0.21 0.18 -0.14
-0.24 -0.06 0.36
0.09 -0.19 0.32
0.18 -0.33 0.08
-0.62 0.13 -0.01
0.84 -0.03 -0.34
0.23 -0.11 -0.36
-0.62 -0.17 0.25
-0.52 -0.53 -0.16
-0.22 -0.12 0.29
0.33 0.47 0.00

Values from the calculation:
<S²>: 0.755
Charge: +1
Multiplicity: 2
Energy above the lowest of the compared OMol25 structures with the same formula, charge and spin, kcal/mol: 0.0
E_HOMO (alpha / beta), eV: -12.67 / -12.53


No. 3
C43H41Cl4FO12 | ωB97M-V with the def2-TZVPD basis set

Each line ends with the Mulliken charge.
Element x y z (Å)
Cl1 41.1848 21.2951 15.7917  0.028
C1 42.3230 21.8778 17.0038  0.264
Cl2 43.1484 23.3564 16.4014  -0.117
Cl3 41.3755 22.5263 18.3411  -0.108
Cl4 43.5406 20.6523 17.5628  -0.099
O1 38.6882 19.5728 13.1540  -0.564
C2 37.7353 20.5516 13.1068  -0.438
C3 37.8934 21.6920 13.8901  0.239
C4 36.8639 22.6825 13.8517  -0.286
C5 35.7233 22.5132 13.0593  0.173
O2 34.7090 23.4052 12.9905  -0.509
C6 35.5339 21.3228 12.3197  -1.400
C7 36.5474 20.3943 12.3894  -0.004
H1 39.3489 19.7968 12.4944  0.079
H2 38.8734 21.8553 14.3137  -0.036
H3 37.0792 23.6168 14.3488  0.843
H4 33.9440 22.9236 12.6674  0.399
H5 34.6454 21.1043 11.7459  0.711
H6 36.4856 19.4426 11.8827  0.829
O3 38.2931 17.1720 14.2084  -0.587
C8 38.9061 16.0790 13.7018  0.539
C9 39.6788 16.2503 12.5764  -0.136
C10 40.2331 15.1999 11.9330  -0.410
C11 39.8803 13.9252 12.3511  0.541
O4 40.3708 12.7691 11.8005  -0.577
C12 39.0039 13.7280 13.4844  -0.595
C13 38.6383 14.8113 14.3045  -0.789
H7 38.5689 17.9609 13.7359  0.410
H8 39.8086 17.2676 12.2376  0.255
H9 40.9568 15.4944 11.1873  0.373
H10 41.0187 13.0195 11.1378  0.311
H11 38.6669 12.7508 13.7972  0.481
H12 38.0250 14.7265 15.1894  0.411
O5 36.8268 25.6120 12.4322  -0.597
C14 38.0599 25.2268 12.0572  -0.427
C15 38.3886 24.6740 10.8450  -0.007
C16 39.6572 24.2225 10.4852  -0.844
C17 40.6438 24.2086 11.4436  1.341
O6 41.8865 23.8242 11.0311  -0.592
C18 40.4341 24.6584 12.7794  -1.173
C19 39.0929 25.1795 13.0176  0.159
H13 36.3084 24.8533 12.7099  0.233
H14 37.6055 24.5779 10.1075  0.437
H15 39.9465 23.9516 9.4805  0.215
H16 41.9763 23.9806 10.0882  0.324
H17 41.1970 24.6544 13.5438  0.506
H18 38.8669 25.4483 14.0390  0.389
O7 27.8856 25.1756 11.8503  -0.534
C20 29.0313 24.3854 11.8853  0.514
C21 30.3034 25.0513 11.9648  -0.672
C22 31.4529 24.2479 12.2058  -0.548
C23 31.3439 22.8729 12.2393  0.579
O8 32.3907 22.1004 12.5641  -0.583
C24 30.0675 22.2549 12.1241  -0.230
C25 28.8760 23.0098 12.0309  -0.879
H19 28.1046 25.9175 11.2818  0.311
H20 30.4897 26.1083 12.0842  0.343
H21 32.3478 24.8243 12.3883  0.453
H22 32.1934 21.1617 12.5248  0.269
H23 29.9074 21.2160 12.3719  0.330
H24 27.8592 22.6457 12.0389  0.420
O9 40.3936 19.4134 11.1411  -0.580
C26 39.6080 19.6629 10.0558  0.075
C27 38.3471 19.0009 9.9400  0.651
C28 37.6454 19.1912 8.7458  -0.316
C29 38.1270 20.1396 7.7747  0.694
O10 37.3728 20.3937 6.6388  -0.680
C30 39.3384 20.7726 7.9189  -1.190
C31 40.0529 20.5217 9.0613  -0.499
H25 41.2966 19.5758 10.8585  0.256
H26 37.9375 18.2448 10.5934  0.428
H27 36.6650 18.7420 8.8042  -0.132
H28 36.6138 19.8487 6.8591  0.355
H29 39.6990 21.4632 7.1710  0.491
H30 41.0468 20.9250 9.1870  0.299
O11 35.4393 18.5940 6.6603  -0.497
C32 34.3697 18.4510 7.5164  0.935
C33 33.5919 17.2814 7.4713  -1.038
C34 32.4634 17.2646 8.2811  -0.454
C35 32.0861 18.2949 9.1126  0.107
O12 31.1663 18.1791 10.1355  -0.503
C36 32.7959 19.4794 9.0811  -0.465
C37 34.0051 19.5298 8.2503  -0.460
H31 35.3700 17.9320 5.9686  0.248
H32 33.8959 16.4968 6.7942  0.339
H33 31.7881 16.4307 8.4034  0.305
H34 30.3676 17.7937 9.7679  0.342
H35 32.5634 20.2504 9.8008  0.734
H36 34.5524 20.4599 8.2074  0.474
F1 38.5516 13.9659 8.8936  -0.389
C38 37.5931 14.3893 9.7759  0.188
C39 37.1731 15.7050 9.7393  -0.335
C40 36.2600 16.2383 10.6797  0.555
C41 35.5880 15.3236 11.5135  -0.944
C42 36.0218 13.9791 11.5884  -0.347
C43 36.9278 13.5316 10.6691  -0.423
H37 37.7048 16.2919 9.0050  0.413
H38 36.1010 17.3046 10.7442  0.192
H39 34.8670 15.7647 12.1859  0.427
H40 35.6422 13.2015 12.2346  0.453
H41 37.2693 12.5142 10.5480  0.325

Force components x, y, z for each atom (eV/Å):
0.57 -0.43 0.04
0.29 0.88 0.27
0.39 -0.65 -0.44
-0.19 -0.60 0.67
-1.05 0.78 -0.58
-0.05 -0.06 -0.11
-1.26 1.46 1.16
-1.17 0.48 -1.58
0.93 -0.54 -0.43
-0.19 -1.52 -0.16
0.78 1.29 0.62
1.49 0.12 0.97
0.55 -1.17 -0.23
0.72 -0.26 -0.25
-0.22 0.24 0.53
-0.38 0.09 0.21
-0.57 -0.04 -0.10
-0.05 0.24 -0.04
-0.35 -0.05 -0.23
-0.39 -0.55 1.12
-0.91 -0.22 1.05
-0.76 1.02 1.09
0.48 -1.15 -0.22
-0.90 -0.58 1.55
0.03 0.01 -0.29
1.03 1.23 0.12
0.48 0.61 -2.90
0.02 0.55 -0.14
0.24 0.03 -0.16
0.08 -0.82 -0.51
0.05 -0.12 -0.20
0.40 -0.32 -0.28
0.00 -0.02 -0.05
-0.86 0.82 -0.15
2.79 -1.46 1.30
-0.68 -0.07 -1.74
-0.66 0.62 1.12
0.57 0.75 0.88
0.91 -0.25 0.62
-3.01 0.52 -1.83
2.02 -0.88 0.15
-0.32 -0.16 -0.05
-0.19 0.17 -0.19
-0.45 -0.25 -0.16
-0.08 -0.06 -0.04
-0.01 -0.05 -0.08
-0.11 0.33 0.08
0.38 -0.53 -0.37
0.80 1.86 0.56
-0.03 -2.90 0.74
-1.26 1.25 -0.68
-2.87 -0.46 0.01
1.63 -0.46 0.04
-0.78 1.10 0.74
1.87 0.94 -0.62
-0.23 0.27 0.06
-0.69 0.18 -0.36
0.44 -0.52 0.02
-0.22 -0.06 0.01
0.52 -0.36 -0.27
0.17 -0.44 0.03
0.53 -0.20 0.37
-1.87 -0.69 -0.86
1.46 0.75 -1.59
0.99 1.67 0.89
-1.28 -0.90 -0.35
0.88 -0.07 1.48
-0.41 -0.09 -0.01
0.58 -0.56 0.92
0.30 0.10 0.39
0.54 0.25 0.54
-0.13 0.02 -0.97
-0.81 -0.11 -1.08
-0.06 -0.05 -0.11
0.13 0.33 0.02
-0.21 -0.30 0.16
-0.49 -0.76 -1.23
-0.35 1.14 0.71
-0.45 -1.28 -0.12
1.19 1.77 0.72
-0.29 -0.19 -0.66
2.59 -0.66 -1.10
-2.60 1.02 2.22
0.23 -0.06 -0.13
-0.25 -0.32 0.16
0.32 -0.69 -0.52
-0.28 -0.20 0.17
-0.05 0.29 -0.25
0.19 -0.01 -0.04
-0.87 0.08 0.85
-1.79 0.50 0.53
0.97 0.48 0.10
0.14 -2.19 -0.64
1.17 0.65 0.46
-0.83 0.68 -0.83
2.39 -0.45 -1.69
-0.10 0.59 0.05
-0.40 -0.03 -0.16
-0.12 -0.38 0.27
-0.47 0.43 0.32
-0.24 -0.40 0.67

Values from the calculation:
SMILES: ClC(Cl)(Cl)Cl.Oc1ccc(O)cc1.Oc1ccc(O)cc1.Oc1ccc(O)cc1.Oc1ccc(O)cc1.Oc1ccc(O)cc1.Oc1ccc(O)cc1.Fc1ccccc1
Energy above the lowest of the compared OMol25 structures with the same formula, charge and spin, kcal/mol: 0.0
E_HOMO, eV: -7.21


No. 4
C9H16N2O3S2 | ωB97M-V with the def2-TZVPD basis set

Each line ends with the natural charge from an NBO analysis.
Element x y z (Å)
O1 -0.4028 -1.7298 4.6223  -0.542
C1 -1.2020 -1.2404 3.9445  0.884
O2 -1.3475 0.1125 3.8773  -0.728
N1 -2.0599 -2.0135 3.1539  -0.662
C2 -1.4485 -2.4347 1.8815  -0.207
C3 -1.1113 -1.3085 0.9076  -0.445
C4 -2.3317 -0.7278 0.1833  -0.512
S1 -1.8989 -0.2440 -1.5270  0.215
C5 -0.4279 0.7557 -1.1974  -0.076
S2 -0.5943 2.0808 -0.2841  0.034
N2 0.7338 0.2734 -1.8023  -0.527
C6 1.9224 0.2877 -0.9533  -0.241
C7 2.7012 1.6065 -0.9395  -0.088
O3 2.8306 2.2154 -2.2035  -0.517
C8 1.6455 2.2475 -2.9544  -0.089
C9 1.0177 0.8758 -3.1077  -0.236
H1 -0.5010 0.4554 3.5661  0.498
H2 -2.9041 -1.4902 2.9378  0.368
H3 -2.1433 -3.0942 1.3842  0.199
H4 -0.5461 -2.9890 2.1004  0.214
H5 -0.6015 -0.4929 1.4022  0.200
H6 -0.4267 -1.7003 0.1623  0.224
H7 -2.7404 0.1447 0.6739  0.230
H8 -3.1099 -1.4788 0.1104  0.226
H9 1.6545 0.0129 0.0564  0.212
H10 2.5887 -0.4729 -1.3488  0.204
H11 2.2833 2.2655 -0.1846  0.177
H12 3.7034 1.3747 -0.6047  0.190
H13 1.9118 2.5781 -3.9502  0.195
H14 0.9251 2.9702 -2.5876  0.174
H15 0.1286 0.9120 -3.7195  0.218
H16 1.7512 0.2481 -3.5998  0.207

Force components x, y, z for each atom (eV/Å):
3.14 -1.61 2.13
-1.81 0.46 -1.46
-0.67 0.58 -0.74
-1.00 0.51 -0.58
0.19 0.33 0.12
-0.38 -0.02 -0.07
0.62 0.30 -0.10
-0.09 -0.33 -0.37
-0.82 -0.03 -0.03
0.21 0.01 0.47
-0.16 0.05 0.43
0.54 0.49 -0.55
-0.09 -0.34 0.58
0.18 -0.15 0.00
-0.41 -0.01 -0.65
0.50 -0.04 0.24
0.05 0.27 0.45
0.09 0.08 0.04
-0.21 -0.43 -0.01
0.15 -0.23 0.20
0.30 0.14 0.21
0.13 -0.18 -0.15
-0.10 0.16 0.26
-0.21 -0.11 -0.34
-0.11 -0.09 0.27
0.03 -0.31 -0.13
-0.29 0.44 -0.14
0.38 0.00 -0.01
0.25 0.18 -0.24
-0.15 0.20 0.46
-0.36 0.02 -0.12
0.10 -0.35 -0.18

Values from the calculation:
SMILES: O=C(O)NCCCSC(=S)N1CCOCC1
E_HOMO, eV: -8.47


No. 5
C10H20ClIN2OPV | ωB97M-V with the def2-TZVPD basis set

Each line ends with the Löwdin spin population.
Element x y z (Å)
C1 1.2074 -1.5966 -0.6228  -0.008
I1 1.2317 1.9187 -0.1984  -0.020
H1 0.0402 -1.4049 -0.6991  -0.003
H2 1.4086 -2.4435 0.1254  0.000
H3 1.7514 -1.7226 -1.5988  0.001
V1 -1.1076 0.0854 0.5204  2.280
P1 -0.3375 0.3543 -2.2940  -0.196
C2 1.2940 0.7317 -3.0020  -0.024
C3 -0.8287 -1.0945 -3.2735  -0.029
H4 -2.4425 1.4932 -2.3617  0.000
H5 -1.5256 1.5685 -3.9126  -0.005
H6 -1.0445 2.6111 -2.5219  0.000
C4 -1.4616 1.6506 -2.8256  -0.018
H7 -1.8031 -1.4834 -2.9495  0.000
H8 -0.8875 -0.7731 -4.3196  -0.007
H9 1.1608 0.7989 -4.0842  -0.006
H10 2.0382 -0.0306 -2.7454  0.000
H11 -0.0797 -1.8933 -3.1962  0.000
H12 1.6274 1.7082 -2.6180  0.000
C5 1.6745 -0.3673 0.0044  -0.004
O1 2.7444 -0.3196 0.5700  0.000
Cl1 -3.0920 -0.7064 -0.1296  -0.010
C6 2.1798 -1.2082 4.8143  0.002
C7 1.0200 -0.6844 4.0713  0.015
C8 -0.2042 -0.1428 4.4932  0.003
C9 -0.9230 0.1801 3.3216  0.017
N1 -0.2104 -0.2200 2.2178  0.002
N2 0.9450 -0.7704 2.7357  -0.001
C10 -2.2192 0.8675 3.1579  0.007
H13 2.5734 -0.4166 5.4422  0.001
H14 1.8869 -2.0352 5.4607  0.001
H15 2.9560 -1.5319 4.1273  0.000
H16 -0.5367 0.0162 5.5265  0.000
H17 1.7216 -1.0427 2.2026  0.000
H18 -2.9842 0.2151 2.6832  0.002
H19 -2.6085 1.1461 4.1546  0.001
H20 -2.1367 1.7957 2.5451  0.001

Force components x, y, z for each atom (eV/Å):
-2.90 -0.82 0.76
-0.96 -0.28 1.78
2.00 -1.45 -0.69
-0.17 1.11 -1.31
-0.94 -0.13 0.88
-0.31 0.32 -2.67
-1.37 -0.48 -0.25
0.16 0.56 0.00
-0.13 -0.34 0.20
0.17 0.08 -0.23
-0.16 0.29 0.03
-0.21 0.10 -0.16
0.12 0.04 0.14
0.24 0.13 -0.12
-0.03 -0.10 0.12
0.06 -0.22 -0.03
-0.12 0.25 -0.27
-0.23 0.18 -0.05
-0.01 -0.65 -0.82
6.03 1.96 1.40
-2.27 -0.63 -0.60
0.97 0.33 0.31
0.08 0.11 0.02
-1.65 -0.22 -0.34
-0.46 0.52 -0.43
1.37 -0.67 0.74
0.82 -0.35 1.98
-1.01 0.61 0.99
-1.00 0.16 -0.05
0.16 0.07 0.16
-0.02 -0.01 -0.05
0.14 -0.10 0.05
0.25 0.00 -0.67
0.84 -0.29 -1.00
0.37 0.28 0.33
0.12 0.02 -0.62
0.04 -0.37 0.42

Values from the calculation:
<S²>: 2.243
Charge: +2
Multiplicity: 3
E_HOMO (alpha / beta), eV: -15.88 / -16.05


No. 6
C11H9Cl4N2O3OsS | ωB97M-V with the def2-TZVPD basis set

Each line ends with the natural charge from an NBO analysis.
Element x y z (Å)
Os1 0.2681 -0.5321 -0.5816  0.995
Cl1 4.4114 -0.8766 4.5660  0.104
C1 3.7614 -0.9625 2.9868  -0.082
C2 4.6294 -0.9205 1.8614  -0.053
Cl2 6.3142 -0.8006 2.0960  0.114
C3 4.1208 -0.9687 0.5801  -0.138
Cl3 5.1206 -0.9120 -0.8104  0.089
C4 2.7354 -1.0408 0.3941  0.303
O1 2.1603 -1.0528 -0.8053  -0.563
C5 1.8878 -1.1062 1.4972  0.190
O2 0.5973 -1.2071 1.2179  -0.554
C6 2.4046 -1.0665 2.8033  -0.088
Cl4 1.3082 -1.1190 4.1186  0.084
S1 0.3034 1.4963 -1.7273  -0.029
C7 -1.3155 1.9917 -1.3292  0.372
N1 -2.2124 2.3516 -2.2201  -0.532
C8 -3.5325 2.5834 -1.6154  -0.229
C9 -3.2231 2.4738 -0.1052  -0.230
N2 -1.8149 2.0519 -0.1060  -0.555
H1 -2.0558 2.2857 -3.2127  0.444
H2 -4.2294 1.8159 -1.9454  0.231
H3 -3.9181 3.5595 -1.8962  0.232
H4 -3.8429 1.7316 0.3913  0.233
H5 -3.3375 3.4259 0.4089  0.228
H6 -1.2692 1.8986 0.7270  0.442
C10 -1.3929 -2.9499 -1.1422  -0.749
C11 -1.4131 -1.4432 -1.1936  0.479
O3 -2.3192 -0.7417 -1.5294  -0.513
H7 -2.4095 -3.3404 -1.2028  0.253
H8 -0.9141 -3.3029 -0.2306  0.255
H9 -0.8227 -3.3223 -1.9952  0.267

Force components x, y, z for each atom (eV/Å):
0.69 1.85 0.19
0.01 -0.02 -0.03
0.19 -0.02 -0.04
-0.03 -0.03 0.05
0.02 -0.01 0.03
0.11 0.09 -0.31
-0.01 0.00 0.02
0.32 -0.02 0.00
-1.04 -0.26 -0.25
0.11 -0.17 0.29
-0.69 0.08 -0.34
-0.31 0.04 0.13
-0.04 -0.01 -0.04
0.03 -0.46 0.24
-0.09 0.09 -0.09
-0.12 0.05 -0.08
0.03 -0.02 0.02
-0.03 0.02 -0.03
-0.06 -0.07 0.14
0.05 -0.05 0.02
0.02 -0.03 -0.02
0.02 0.03 0.01
0.01 -0.04 -0.02
0.07 0.02 0.01
0.05 0.06 -0.06
-0.50 -0.01 -0.09
1.19 -1.97 -0.16
-0.10 0.72 0.40
0.01 0.02 -0.01
0.06 0.05 0.01
0.06 0.07 0.01

Values from the calculation:
Charge: +1
Energy above the lowest of the compared OMol25 structures with the same formula, charge and spin, kcal/mol: 18.3
E_HOMO (alpha / beta), eV: -11.34 / -11.51


For the records above, the corresponding E_tot values read -305.38036 -706.31525 -4506.54151 -1484.08570 -2620.37513 -3089.15451 hartree.
For the records above, the corresponding maximum force values read 0.0595 0.0583 0.0693 0.0802 0.1263 0.0449 hartree/bohr.
For the records above, the corresponding molar mass values read 91.1 193.2 910.6 264.4 428.6 581.3 g/mol.